1.
C66H55N11O22 | the ωB97M-V functional and the def2-TZVPD basis

CARTESIAN COORDINATES (ANGSTROEM)
1 O 10.4367 -3.7735 -11.7432
2 N 10.3977 -2.7181 -11.1462
3 O 11.0998 -1.7466 -11.4433
4 C 9.4491 -2.5634 -10.0512
5 C 9.6143 -1.6263 -8.9873
6 C 8.6218 -1.5360 -8.0426
7 C 7.4654 -2.3897 -8.1084
8 C 7.3177 -3.2953 -9.1148
9 C 8.2813 -3.4319 -10.0547
10 H 10.4638 -0.9694 -8.8721
11 H 8.6590 -0.7323 -7.3221
12 H 6.6655 -2.2784 -7.3913
13 H 6.5089 -3.9789 -8.9026
14 H 8.2702 -4.1960 -10.8178
15 O 2.5631 4.6910 -5.0156
16 N 3.3898 5.4256 -5.5036
17 O 4.1527 5.0730 -6.3572
18 C 3.4413 6.9098 -5.0405
19 C 2.2557 7.5089 -4.5415
20 C 2.2785 8.8667 -4.1143
21 C 3.5481 9.5644 -4.0836
22 C 4.7026 9.0139 -4.6025
23 C 4.6596 7.7350 -5.1851
24 H 1.3268 6.9735 -4.4114
25 H 1.3582 9.3497 -3.8207
26 H 3.6653 10.5465 -3.6499
27 H 5.5458 9.6710 -4.7566
28 H 5.5582 7.4247 -5.6976
29 O -4.9132 -3.7135 -0.6692
30 N -4.5327 -4.8386 -0.3739
31 O -4.0059 -5.6167 -1.1400
32 C -4.5925 -5.2863 1.0073
33 C -5.1589 -4.5701 2.0961
34 C -5.1717 -5.0406 3.3725
35 C -4.6078 -6.2627 3.6115
36 C -3.9404 -7.0252 2.6259
37 C -3.9637 -6.5384 1.3374
38 H -5.4642 -3.5592 1.8697
39 H -5.7151 -4.3693 4.0209
40 H -4.5948 -6.5065 4.6636
41 H -3.4310 -7.8964 3.0105
42 H -3.7445 -7.1221 0.4555
43 O -14.0425 6.4612 -0.8441
44 N -12.8287 6.2408 -0.4877
45 O -12.0452 5.6453 -1.2077
46 C -12.4005 6.5946 0.8316
47 C -11.0576 6.3224 1.0916
48 C -10.5694 6.6819 2.3387
49 C -11.3698 7.3458 3.3134
50 C -12.6559 7.6769 2.9113
51 C -13.2301 7.2393 1.7879
52 H -10.4101 5.6332 0.5699
53 H -9.6799 6.2992 2.8169
54 H -10.9552 7.6380 4.2669
55 H -13.2735 8.1251 3.6755
56 H -14.2529 7.5052 1.5655
57 O 13.5112 0.5652 -0.9310
58 N 12.5079 -0.1609 -1.2438
59 O 12.5960 -1.3931 -1.2094
60 C 11.1427 0.4466 -1.3192
61 C 10.9709 1.7687 -1.6115
62 C 9.6976 2.3636 -1.8600
63 C 8.5509 1.6058 -1.5711
64 C 8.6794 0.2889 -1.1961
65 C 9.9624 -0.2723 -1.0708
66 H 11.7892 2.4668 -1.7095
67 H 9.4079 3.3869 -2.0479
68 H 7.6150 2.1124 -1.7552
69 H 7.8109 -0.2800 -0.8989
70 H 10.0984 -1.2625 -0.6617
71 O -10.9082 0.9944 -10.8230
72 N -11.4037 1.0565 -9.6913
73 O -12.5556 1.3820 -9.4231
74 C -10.6349 0.8693 -8.4248
75 C -11.2385 0.6155 -7.1569
76 C -10.4408 0.3246 -6.0665
77 C -9.0684 0.2113 -6.2434
78 C -8.4775 0.3522 -7.4623
79 C -9.2603 0.6083 -8.5372
80 H -12.2773 0.7296 -6.8844
81 H -10.9472 0.2759 -5.1139
82 H -8.4551 0.2435 -5.3550
83 H -7.4003 0.2819 -7.4952
84 H -8.6517 0.6519 -9.4283
85 O -11.3373 -1.0036 3.1748
86 N -11.0149 -1.1520 4.3038
87 O -9.9866 -0.6952 4.8121
88 C -11.9532 -2.0457 5.0963
89 C -11.8365 -2.0774 6.5162
90 C -12.4034 -3.1957 7.1380
91 C -13.4188 -3.9388 6.4951
92 C -13.6176 -3.7761 5.1465
93 C -12.7992 -2.9225 4.4181
94 H -11.0667 -1.5194 7.0286
95 H -12.2199 -3.4386 8.1742
96 H -13.9028 -4.7823 6.9648
97 H -14.1651 -4.4616 4.5167
98 H -12.9413 -2.9574 3.3480
99 O -3.2799 1.4011 1.5302
100 N -2.5019 1.1793 0.6438
101 O -2.6816 1.5936 -0.4542
102 C -1.3148 0.2782 0.7326
103 C -1.1131 -0.3428 1.9836
104 C -0.0058 -1.1198 2.1572
105 C 0.8510 -1.4111 1.0960
106 C 0.5668 -0.8940 -0.1733
107 C -0.5326 -0.0456 -0.3859
108 H -1.7109 -0.0791 2.8435
109 H 0.3106 -1.4311 3.1418
110 H 1.7770 -1.8975 1.3648
111 H 1.1362 -1.0875 -1.0704
112 H -0.7614 0.4135 -1.3364
113 O 7.5648 -1.6496 5.4510
114 N 8.8118 -1.5547 5.4644
115 O 9.5107 -2.4901 5.1761
116 C 9.3401 -0.2536 5.5504
117 C 10.6895 -0.0700 5.8813
118 C 11.1773 1.1791 6.2582
119 C 10.3493 2.3001 6.0483
120 C 9.0681 2.0990 5.4790
121 C 8.5603 0.8886 5.3130
122 H 11.4443 -0.8362 5.9789
123 H 12.2112 1.1907 6.5702
124 H 10.6329 3.3110 6.3016
125 H 8.3583 2.9128 5.4649
126 H 7.4877 0.8652 5.1885
127 O 0.6208 6.3824 8.3275
128 N 0.6650 5.1697 8.3364
129 O 1.6675 4.4657 8.2102
130 C -0.6414 4.5304 8.5213
131 C -0.7837 3.1676 8.3436
132 C -1.9526 2.5499 8.4386
133 C -3.1579 3.2996 8.6387
134 C -3.0443 4.7327 8.6833
135 C -1.7441 5.2732 8.6552
136 H 0.0908 2.5369 8.2821
137 H -2.0594 1.4939 8.2391
138 H -4.1199 2.8251 8.7645
139 H -3.9578 5.3036 8.6070
140 H -1.6799 6.3411 8.8038
141 O 7.4949 -6.8153 -0.9405
142 N 7.6768 -7.8587 -1.5491
143 O 7.1862 -8.0479 -2.7095
144 C 8.4525 -8.9605 -0.9661
145 C 7.9548 -10.3078 -1.0542
146 C 8.6745 -11.3059 -0.5582
147 C 9.9900 -11.1174 -0.1753
148 C 10.5313 -9.8402 -0.1512
149 C 9.6925 -8.7334 -0.4038
150 H 7.0210 -10.4799 -1.5688
151 H 8.2518 -12.2994 -0.5311
152 H 10.4653 -12.0500 0.0907
153 H 11.5527 -9.7931 0.1966
154 H 10.1590 -7.7594 -0.4113

total charge	0
2S+1	1
frontier orbital gap	8.91	eV
HOMO	-9.78	eV
SMILES string	O=[N+]([O-])c1ccccc1.O=[N+]([O-])c1ccccc1.O=[N+]([O-])c1ccccc1.O=[N+]([O-])c1ccccc1.O=[N+]([O-])c1ccccc1.O=[N+]([O-])c1ccccc1.O=[N+]([O-])c1ccccc1.O=[N+]([O-])c1ccccc1.O=[N+]([O-])c1ccccc1.O=[N+]([O-])c1ccccc1.O=[N+]([O-])c1ccccc1
E_LUMO	-0.87	eV
E	-4804.325187	Eh

---

2.
C66H61FN7O8PSr | the ωB97M-V functional and the def2-TZVPD basis

CARTESIAN COORDINATES (ANGSTROEM)
1 Sr -0.7203 -0.3882 -0.5231
2 O -5.0361 -0.0415 -0.2868
3 C -3.9550 -0.5900 -0.4723
4 O -2.8390 0.0086 -0.6694
5 C -3.9360 -2.1329 -0.4337
6 C -5.1758 -2.7182 -0.4922
7 C -5.3392 -4.0970 -0.3791
8 C -4.2661 -4.9236 -0.1727
9 C -3.0118 -4.3610 -0.0910
10 C -2.7478 -2.9597 -0.2593
11 O -1.5675 -2.4959 -0.2561
12 N -1.9221 -5.3232 0.1714
13 O -2.1436 -6.5079 -0.0471
14 O -0.8681 -4.9141 0.6132
15 N -6.6803 -4.6858 -0.4266
16 O -7.6306 -3.9387 -0.5791
17 O -6.7861 -5.8981 -0.3089
18 H -6.0313 -2.0672 -0.6013
19 H -4.3917 -5.9880 -0.0551
20 C -1.3708 3.2323 4.2562
21 C -0.6660 2.5666 5.4054
22 C -0.2230 3.3203 6.4916
23 C 0.3529 2.7399 7.6113
24 C 0.4933 1.3596 7.6671
25 C 0.0893 0.5910 6.5881
26 C -0.4743 1.1784 5.4552
27 N -0.8956 0.3396 4.4035
28 C -0.4198 0.3638 3.0803
29 N 0.6108 1.2389 2.9015
30 C 1.4542 1.5676 1.7665
31 C 1.2306 1.0063 0.5168
32 C 2.1732 1.4106 -0.4527
33 C 3.2418 2.2629 -0.1972
34 C 3.3917 2.7916 1.0829
35 C 2.4954 2.4614 2.0902
36 C 2.6549 3.0640 3.4653
37 N -0.9234 -0.4355 2.1979
38 C -2.0184 -1.2478 2.6200
39 C -3.3188 -0.7620 2.5391
40 C -4.3978 -1.5793 2.8479
41 C -4.1782 -2.8897 3.2475
42 C -2.8760 -3.3677 3.3417
43 C -1.7808 -2.5633 3.0397
44 C -0.3746 -3.0778 3.1287
45 H -1.8413 4.1585 4.5879
46 H -2.1384 2.5822 3.8347
47 H -0.6945 3.4736 3.4343
48 H -0.3646 4.3951 6.4569
49 H 0.6779 3.3590 8.4381
50 H 0.9296 0.8825 8.5360
51 H 0.2151 -0.4857 6.6021
52 H -1.2887 -0.5518 4.6655
53 H 0.9088 1.6602 3.7624
54 H 2.0815 1.0182 -1.4691
55 H 3.9531 2.5249 -0.9752
56 H 4.2065 3.4742 1.3065
57 H 3.5270 3.7188 3.4927
58 H 2.7978 2.3078 4.2475
59 H 1.7881 3.6651 3.7609
60 H -3.4793 0.2446 2.1726
61 H -5.4042 -1.1967 2.7307
62 H -5.0140 -3.5460 3.4583
63 H -2.6974 -4.3971 3.6366
64 H -0.3593 -4.1099 3.4831
65 H 0.2352 -2.4711 3.8032
66 H 0.1146 -3.0484 2.1532
67 O 1.6944 -0.3101 -4.5608
68 N 2.6561 -0.8691 -3.7501
69 C 3.5458 -0.0738 -3.3185
70 C 4.5913 -0.5746 -2.3970
71 C 5.8668 -0.0367 -2.5216
72 C 6.9166 -0.5030 -1.7416
73 C 6.6712 -1.5127 -0.8194
74 C 5.3826 -2.0119 -0.6690
75 C 4.3255 -1.5400 -1.4435
76 P 2.5708 -1.9834 -1.1067
77 C 2.2977 -3.5179 -2.0673
78 C 1.0633 -4.1481 -1.8987
79 C 0.7580 -5.2990 -2.6099
80 C 1.6744 -5.8222 -3.5149
81 C 2.8985 -5.1930 -3.7012
82 C 3.2082 -4.0471 -2.9770
83 C 2.7257 -2.6598 0.5897
84 C 2.8773 -1.7077 1.6052
85 C 3.0749 -2.1051 2.9191
86 C 3.0974 -3.4567 3.2433
87 C 2.9110 -4.4061 2.2485
88 C 2.7311 -4.0097 0.9275
89 H 1.6758 0.6464 -4.3872
90 H 3.5867 0.9712 -3.6420
91 H 6.0372 0.7411 -3.2585
92 H 7.9094 -0.0855 -1.8560
93 H 7.4702 -1.8960 -0.1965
94 H 5.1887 -2.7607 0.0888
95 H 0.3300 -3.7610 -1.1944
96 H -0.2001 -5.7802 -2.4551
97 H 1.4310 -6.7175 -4.0742
98 H 3.6161 -5.5921 -4.4084
99 H 4.1629 -3.5575 -3.1284
100 H 2.8316 -0.6528 1.3614
101 H 3.1880 -1.3531 3.6915
102 H 3.2382 -3.7685 4.2718
103 H 2.8949 -5.4606 2.4957
104 H 2.5822 -4.7614 0.1621
105 C -2.2906 2.9821 0.8207
106 C -2.5991 3.2121 -0.6569
107 C -3.9656 3.8735 -0.8302
108 C -1.4909 3.9869 -1.3344
109 C -1.2828 5.3258 -1.0211
110 C -0.3050 6.0771 -1.6567
111 C 0.4646 5.4752 -2.6404
112 C 0.2912 4.1349 -2.9726
113 C 1.1258 3.5291 -4.0803
114 C 0.8276 4.1769 -5.4320
115 C 2.6229 3.6053 -3.7713
116 C -0.6656 3.3518 -2.2892
117 N -0.7637 1.9712 -2.5160
118 C -1.5703 1.5863 -3.5137
119 C -2.3803 2.3940 -4.3575
120 C -3.1837 1.8486 -5.3579
121 C -3.2385 0.4830 -5.5983
122 C -2.4464 -0.3511 -4.7948
123 C -1.6702 0.2083 -3.8289
124 F -0.8780 -0.6141 -3.0551
125 H -3.0522 2.3365 1.2687
126 H -2.2755 3.9334 1.3670
127 H -1.3143 2.5043 0.9555
128 H -2.6532 2.2329 -1.1221
129 H -4.0442 4.7972 -0.2436
130 H -4.7507 3.1876 -0.5016
131 H -4.1500 4.1214 -1.8782
132 H -1.9100 5.7918 -0.2663
133 H -0.1561 7.1198 -1.4003
134 H 1.2132 6.0622 -3.1663
135 H 0.8267 2.4802 -4.1337
136 H 1.0597 5.2468 -5.4140
137 H -0.2265 4.0612 -5.6884
138 H 1.4225 3.7165 -6.2276
139 H 2.9788 4.6401 -3.7775
140 H 3.2134 3.0671 -4.5258
141 H 2.8385 3.1916 -2.7843
142 H -2.3789 3.4654 -4.1867
143 H -3.7905 2.5187 -5.9588
144 H -3.8738 0.0652 -6.3675
145 H -2.4350 -1.4281 -4.9127

total charge	-2
2S+1	1
frontier orbital gap	5.52	eV
HOMO	-1.88	eV
E_LUMO	3.64	eV
E	-4008.813135	Eh